1.
A 8-piece molecular cluster, C22H63N3O8 overall in a non-equilibrium geometry, computed with ωB97M-V/def2-TZVPD.

The geometry in XYZ format:
```
96
Properties=species:S:1:pos:R:3:forces:R:3:mulliken_charge:R:1
C 7.3983 -4.8836 12.0573 0.806 0.892 0.163 -1.46
C 6.8614 -6.0525 12.7897 -0.042 -0.619 0.602 0.56
C 7.2630 -6.0583 14.2822 0.436 -0.019 -1.469 -0.69
O 8.6776 -6.1185 14.2030 0.850 -0.467 1.486 -0.32
C 9.2912 -5.9639 15.4730 -0.056 -0.509 0.146 -0.87
N 5.4446 -6.1911 12.5803 -1.077 -0.039 -0.714 -0.75
H 7.1797 -4.9259 10.9903 0.341 -0.175 -0.051 0.43
H 8.4615 -4.8718 12.2973 0.128 0.328 -0.648 0.31
H 6.9834 -3.9418 12.4166 -0.198 0.052 0.186 0.36
H 7.3144 -6.9533 12.3756 0.557 -0.068 0.165 0.23
H 6.8417 -6.9747 14.6954 -0.023 0.101 0.552 0.27
H 7.0577 -5.1601 14.8646 -0.873 0.053 -0.110 0.34
H 8.8355 -6.4841 16.3155 -0.769 -0.630 -0.252 0.46
H 9.2707 -4.9426 15.8534 0.443 0.492 -0.502 0.38
H 10.2784 -6.4247 15.4376 0.273 0.562 -0.289 0.20
H 5.2956 -7.0482 12.0673 -0.238 -0.673 0.525 0.30
H 5.2389 -5.5720 11.8092 -0.519 0.736 0.222 0.27
C 13.5035 -6.3272 16.2860 -1.539 0.527 -1.356 -2.08
C 14.1299 -6.5860 17.6204 1.701 0.992 -2.814 1.02
C 15.3153 -7.6026 17.3970 0.081 -1.013 1.445 -0.49
O 14.7963 -8.9250 17.1739 -0.236 2.243 0.041 -0.29
C 14.2911 -9.5525 18.3570 1.397 -1.098 -1.097 -0.72
N 14.4325 -5.2884 18.2630 -1.585 -3.914 1.105 0.05
H 14.1935 -6.2335 15.4474 0.454 -0.077 0.338 0.45
H 12.9239 -5.4052 16.2414 0.004 0.270 0.302 0.59
H 12.7747 -7.0574 15.9343 0.209 -0.467 0.419 0.34
H 13.4594 -7.1451 18.2730 -0.299 0.241 0.847 0.17
H 15.8990 -7.5821 18.3173 0.178 -0.246 0.325 0.28
H 16.0333 -7.3928 16.6042 -0.621 0.391 -0.327 0.38
H 13.5410 -9.0058 18.9286 -0.026 0.120 -0.097 0.30
H 15.1955 -9.7972 18.9140 -0.315 0.110 0.795 0.28
H 13.9309 -10.4998 17.9558 -0.487 0.071 0.421 0.24
H 14.7217 -5.4923 19.2090 1.771 0.148 1.035 0.22
H 13.5622 -4.8258 18.4836 -0.530 1.902 -0.852 0.08
C 15.2295 -8.2741 23.4709 0.945 0.391 -1.229 -1.49
C 14.2554 -7.1278 23.4386 0.468 0.007 -0.701 0.44
C 13.8103 -6.7341 21.9668 0.652 -0.797 1.324 -0.58
O 14.8721 -6.3616 21.1264 1.852 -0.311 -2.279 -0.03
C 15.8528 -5.4338 21.5223 -0.607 1.077 1.977 -1.04
N 13.1555 -7.5220 24.2981 -0.461 0.703 0.526 -0.71
H 14.8715 -9.1083 22.8675 -0.171 -0.412 0.596 0.34
H 15.4511 -8.4542 24.5228 0.031 -0.612 -0.227 0.50
H 16.1644 -7.9866 22.9898 0.219 -0.007 0.025 0.33
H 14.8223 -6.3216 23.9042 -0.304 0.602 -0.247 0.36
H 13.0416 -5.9619 21.9361 -0.265 -0.017 0.304 0.04
H 13.5284 -7.6427 21.4346 -0.918 -0.071 0.479 0.20
H 16.3448 -5.7195 22.4520 -0.217 -0.127 0.244 0.38
H 15.2961 -4.5139 21.7014 0.409 0.550 0.218 0.36
H 16.7171 -5.2002 20.9007 -0.586 -0.679 -1.095 0.29
H 13.4764 -8.3041 24.8507 -0.238 -0.648 -0.325 0.28
H 13.1431 -6.8377 25.0408 -0.791 0.522 0.006 0.31
C 10.1215 -3.8269 19.2594 -1.648 -0.868 -0.904 -1.32
C 11.3499 -4.6845 19.2281 -0.511 0.124 0.508 0.49
O 12.3253 -3.8530 19.8008 2.167 -0.167 0.161 -0.58
H 9.3933 -4.1813 18.5298 -0.304 -0.129 0.085 0.32
H 10.2822 -2.7812 18.9971 0.468 -0.166 0.173 0.32
H 9.6584 -3.9199 20.2417 -0.035 0.293 0.000 0.38
H 11.6637 -5.0805 18.2623 -0.041 0.547 -0.418 -0.18
H 11.2969 -5.5686 19.8634 -0.592 -0.288 -0.040 0.28
H 12.1499 -3.9230 20.7420 0.355 0.407 0.246 0.33
C 13.6540 -12.4102 14.7326 -0.824 -2.909 0.035 -1.09
C 14.1912 -11.1493 14.2695 -0.758 1.451 -0.782 -0.06
O 15.2957 -10.7840 15.0376 1.160 0.266 0.135 -0.53
H 13.0996 -12.9516 13.9660 -0.556 0.440 -0.251 0.38
H 13.0124 -12.3872 15.6135 0.288 0.109 0.194 0.25
H 14.4612 -13.1347 14.8404 0.280 0.164 0.667 0.29
H 13.4225 -10.3772 14.3014 -0.163 0.280 0.111 0.16
H 14.3964 -11.2462 13.2034 0.750 0.148 -0.048 0.30
H 15.1248 -10.0107 15.5802 -0.186 -0.005 -0.056 0.39
C 19.0880 -8.7685 19.2187 0.273 0.637 0.557 -0.89
C 19.5360 -7.3202 19.7049 -1.848 -2.091 -0.616 -0.08
O 20.8697 -7.3172 20.1274 -0.072 0.321 -0.310 -0.51
H 18.0330 -8.9495 19.0132 -0.370 1.006 -0.228 0.06
H 19.1944 -9.5211 20.0000 0.863 0.105 0.099 0.36
H 19.6055 -9.0621 18.3054 0.280 -0.025 0.246 0.32
H 18.9011 -7.0012 20.5315 -0.317 -0.087 0.227 0.15
H 19.3506 -6.6134 18.8961 0.183 0.090 -0.293 0.29
H 20.9967 -6.3691 20.2091 0.969 0.054 0.314 0.32
C 14.9323 -1.6363 17.0132 0.286 -0.109 -0.394 -0.49
C 14.4776 -0.5512 16.0047 0.168 -0.856 1.811 -0.35
O 13.1191 -0.2270 16.3807 0.105 -0.543 -1.620 -0.51
H 14.6168 -1.3309 18.0109 0.284 -0.298 0.092 0.29
H 15.9754 -1.9485 16.9636 0.468 0.874 0.195 0.42
H 14.5099 -2.6031 16.7392 -0.948 0.073 0.112 -0.16
H 14.5923 -1.0490 15.0419 -0.995 0.545 -0.363 0.21
H 15.1441 0.3112 15.9928 -0.150 0.127 0.191 0.30
H 13.0038 0.3805 17.1150 0.774 0.100 -0.035 0.31
C 13.0833 -4.6518 12.6544 -0.066 -1.153 -0.580 -0.86
C 12.7753 -3.1769 12.7156 -0.391 -1.261 0.383 0.12
O 13.2837 -2.6315 11.5334 -0.206 1.227 -0.008 -0.52
H 13.8793 -5.0159 13.3040 -0.510 -0.043 0.646 0.14
H 13.4690 -4.9836 11.6904 0.094 0.726 -0.377 0.43
H 12.1347 -5.1885 12.6459 0.180 -0.517 0.930 0.21
H 13.0991 -2.7650 13.6714 0.762 0.556 -0.147 -0.06
H 11.6938 -3.0658 12.7937 -0.209 0.118 -0.374 0.24
H 12.6065 -2.0120 11.2524 0.326 0.344 -0.415 0.33
```
Positions in Å, forces in eV/Å.

Net charge: +1
LUMO level (alpha / beta) (eV): -2.305 / -8.316
2S+1: 2
Expectation value of S²: 0.755
Highest occupied orbital energy (alpha / beta) (eV): -11.1 / -11.1
HOMO-LUMO gap (alpha / beta) (eV): 8.8 / 2.8

***

2.
C27H44N6OPdS2 as an isolated structure in a non-equilibrium geometry, computed with ωB97M-V/def2-TZVPD.

The geometry in XYZ format:
```
81
Properties=species:S:1:pos:R:3:forces:R:3:mulliken_charge:R:1
Pd 1.5911 0.4778 -0.4982 -0.400 -4.396 -1.105 -0.12
C -5.2079 2.6752 0.0504 0.091 -0.150 -0.045 -1.98
C -4.7947 1.2458 -0.3033 -0.271 -0.020 -0.040 1.97
C -5.2609 0.3160 0.8249 0.085 0.138 -0.114 -1.65
C -5.4522 0.8482 -1.6377 -0.005 0.062 0.131 -1.56
C -3.3094 1.1179 -0.5340 0.296 0.153 0.013 0.75
C -2.4827 2.2167 -0.7678 0.031 -0.203 -0.076 -0.68
C -1.1364 2.0181 -1.0038 -0.208 0.239 -0.078 -0.95
N -0.5654 0.8169 -1.0314 0.860 0.366 0.734 -0.60
C -1.3478 -0.2680 -0.8801 -0.418 0.156 0.073 -0.75
C -2.7063 -0.1372 -0.6158 0.434 -0.118 -0.141 0.42
C -0.6731 -1.5682 -1.0575 -0.222 -0.263 -0.002 -0.46
C -1.3688 -2.7556 -1.2759 0.313 0.198 0.081 0.56
C -0.6877 -3.9574 -1.4657 0.098 0.229 0.086 0.37
C 0.7058 -3.8833 -1.4764 -0.184 0.322 0.099 -0.88
C 1.3331 -2.6685 -1.2767 0.445 -0.488 -0.058 -0.89
N 0.6693 -1.5430 -1.0479 0.436 1.596 0.152 -0.08
C -1.3879 -5.2811 -1.6636 -0.138 -0.316 -0.075 1.91
C -2.9116 -5.1539 -1.5954 0.268 -0.010 -0.005 -2.11
C -0.9302 -6.2572 -0.5667 -0.050 0.140 -0.089 -1.55
C -0.9902 -5.8338 -3.0421 -0.063 0.091 0.107 -1.58
H -6.2732 2.6963 0.2632 -0.085 0.006 0.010 0.43
H -5.0297 3.3636 -0.7710 0.018 0.125 -0.087 0.40
H -4.6843 3.0294 0.9357 0.051 0.091 0.104 0.45
H -6.3334 0.4293 0.9606 -0.080 -0.004 0.019 0.46
H -4.7708 0.5781 1.7608 0.014 -0.007 0.120 0.40
H -5.0697 -0.7317 0.6144 0.005 -0.151 -0.029 0.35
H -6.5262 0.9958 -1.5758 -0.151 -0.009 0.009 0.43
H -5.2624 -0.1943 -1.8789 0.014 -0.146 -0.047 0.37
H -5.0698 1.4643 -2.4490 -0.009 0.048 -0.103 0.41
H -2.8666 3.2239 -0.7672 -0.032 0.047 0.007 0.43
H -0.4881 2.8634 -1.1966 -0.060 -0.073 0.117 0.72
H -3.3017 -1.0233 -0.4703 -0.026 -0.085 -0.014 0.31
H -2.4449 -2.7467 -1.3155 -0.060 0.084 0.052 0.54
H 1.3055 -4.7623 -1.6384 0.134 -0.079 -0.048 0.50
H 2.4127 -2.5969 -1.2981 -0.066 -0.026 0.027 0.55
H -3.2308 -4.7859 -0.6222 -0.107 0.068 0.087 0.45
H -3.3624 -6.1325 -1.7396 -0.013 -0.062 -0.011 0.42
H -3.2902 -4.5014 -2.3780 -0.121 0.101 -0.089 0.45
H -1.2065 -5.8868 0.4187 -0.008 0.006 0.118 0.38
H 0.1441 -6.4202 -0.5886 0.110 -0.035 0.009 0.35
H -1.4167 -7.2180 -0.7165 -0.027 -0.077 -0.005 0.46
H -1.2654 -5.1348 -3.8291 -0.018 0.029 -0.119 0.39
H -1.5090 -6.7721 -3.2208 -0.032 -0.085 -0.018 0.46
H 0.0782 -6.0230 -3.1052 0.104 -0.033 -0.040 0.36
C 2.8013 -1.1297 4.6732 0.008 -0.002 0.168 -1.28
C 3.5190 -1.1095 3.3905 0.172 0.001 -0.223 0.96
N 4.7573 -1.4102 3.1950 0.231 -0.324 1.114 -0.77
N 4.9911 -1.2524 1.8856 -1.086 0.475 -0.755 0.30
C 3.8956 -0.8465 1.2199 0.128 -0.179 0.910 0.44
S 3.8203 -0.5723 -0.4324 -1.386 0.957 -0.652 -0.41
N 2.9260 -0.7545 2.1876 0.683 -0.080 -0.221 0.44
N 1.6080 -0.3541 1.9920 -0.227 0.057 0.235 -0.63
H 3.4721 -1.5056 5.4376 0.033 -0.030 0.073 0.36
H 1.9279 -1.7760 4.6218 -0.088 -0.050 0.037 0.34
H 2.4843 -0.1271 4.9506 -0.078 0.097 0.060 0.31
H 5.9124 -1.4191 1.5061 -0.074 0.029 -0.009 0.18
H 0.9627 -1.0615 2.3513 0.348 0.134 -0.131 0.31
H 1.4304 0.5366 2.4647 0.264 -0.277 -0.119 0.21
C 1.7167 4.0193 2.9987 -0.144 -0.039 -0.036 -1.11
C 0.8955 4.4215 1.7771 0.064 -0.140 0.175 -0.29
C 1.7663 4.5542 0.5353 -0.077 -0.556 -0.412 -0.84
S 1.9566 2.8837 -0.2275 -0.178 3.524 -0.997 1.04
O 2.8157 2.1007 0.7070 0.485 -1.403 0.810 -0.72
C 2.9644 3.1805 -1.7380 -0.110 -0.288 0.233 -0.79
C 4.4577 3.2795 -1.4724 0.044 0.098 0.188 -0.18
C 4.8880 4.5773 -0.8003 0.121 -0.129 0.005 -1.22
H 1.0658 3.7619 3.8302 -0.026 0.029 0.123 0.39
H 2.3561 4.8414 3.3122 0.086 0.016 0.045 0.37
H 2.3482 3.1638 2.7666 0.072 -0.027 0.097 0.14
H 0.3967 5.3726 1.9731 -0.030 -0.059 -0.111 0.41
H 0.1134 3.6774 1.5879 -0.109 0.091 0.017 0.11
H 2.7552 4.9358 0.7766 0.060 0.026 -0.126 0.31
H 1.2992 5.1680 -0.2317 0.013 0.102 -0.150 0.57
H 2.5626 4.0740 -2.2139 -0.100 0.040 -0.083 0.56
H 2.7412 2.3026 -2.3668 -0.025 0.333 0.118 0.34
H 4.9688 3.1889 -2.4321 -0.107 -0.090 -0.051 0.47
H 4.7607 2.4265 -0.8601 0.052 -0.014 -0.113 0.05
H 4.3867 5.4361 -1.2420 -0.017 0.126 -0.014 0.30
H 5.9589 4.7195 -0.9202 0.059 0.042 0.002 0.42
H 4.6924 4.5573 0.2689 -0.016 0.049 0.075 0.27
```
Positions in Å, forces in eV/Å.

Net charge: +2
LUMO level (alpha / beta) (eV): -7.722 / -7.743
Highest occupied orbital energy (alpha / beta) (eV): -14.4 / -14.4
HOMO-LUMO gap (alpha / beta) (eV): 6.6 / 6.6

***

3.
C31H40N6NiOPS2 as an isolated structure, computed with ωB97M-V/def2-TZVPD.

The geometry in XYZ format:
```
82
Properties=species:S:1:pos:R:3:forces:R:3:mulliken_charge:R:1
Ni 0.1637 0.1132 0.2100 0.193 -0.189 0.357 -0.68
C -2.5800 -3.1470 1.3310 0.075 0.040 0.101 -1.89
C -1.6402 -2.2889 0.5317 0.111 0.220 -0.072 0.63
N -1.3856 -1.0718 0.8663 -0.186 -0.077 0.036 1.19
N -2.0709 -0.5537 1.9791 0.096 -0.172 -0.212 -1.29
C -1.2701 0.0269 2.7953 -0.164 0.087 0.091 0.47
S 0.4535 0.1007 2.6174 0.318 0.262 0.045 -0.79
S -2.0576 0.8504 4.1584 -0.015 0.085 -0.032 -0.14
C -1.1675 0.0338 5.5190 0.109 -0.060 0.113 -1.25
C -1.4295 -1.4452 5.5373 0.010 0.022 0.018 0.64
C -2.6102 -1.9424 6.0787 -0.004 0.001 -0.032 -0.40
C -2.8792 -3.2994 6.0535 -0.009 0.005 0.003 -0.58
C -1.9693 -4.1774 5.4821 -0.018 -0.068 -0.004 -0.46
C -0.7900 -3.6914 4.9435 0.012 -0.025 -0.013 -0.77
C -0.5200 -2.3316 4.9717 -0.008 0.034 0.063 -0.03
C -0.9788 -2.8707 -0.6510 -0.191 -0.052 0.099 0.90
C -1.6081 -3.9668 -1.2669 0.063 -0.064 -0.111 -0.89
C -1.0610 -4.6354 -2.3396 -0.155 0.050 0.139 -0.95
C 0.1953 -4.2382 -2.7956 0.080 -0.023 -0.086 -0.63
C 0.8427 -3.1797 -2.2138 -0.017 -0.132 -0.029 -0.08
C 0.2739 -2.4308 -1.1563 0.142 -0.142 -0.042 0.20
O 0.9391 -1.3943 -0.7514 -0.026 0.299 0.085 -0.70
H -2.7286 -2.7399 2.3275 0.019 -0.025 -0.045 0.36
H -2.1817 -4.1569 1.3998 -0.006 -0.029 0.023 0.50
H -3.5506 -3.2049 0.8404 -0.113 0.006 -0.041 0.34
H -1.5526 0.5127 6.4194 -0.012 0.014 0.005 0.55
H -0.1009 0.2515 5.4453 -0.072 0.003 -0.059 0.38
H -3.3268 -1.2589 6.5146 -0.048 0.051 0.030 0.39
H -3.7972 -3.6742 6.4818 -0.067 -0.026 0.033 0.40
H -2.1781 -5.2380 5.4652 -0.008 -0.048 -0.001 0.40
H -0.0732 -4.3706 4.5038 0.041 -0.041 -0.025 0.43
H 0.3990 -1.9529 4.5486 0.067 0.008 -0.021 0.39
H -2.5610 -4.2989 -0.8828 -0.081 -0.035 0.020 0.41
H -1.5798 -5.4668 -2.7907 -0.040 -0.058 -0.032 0.44
H 0.6668 -4.7667 -3.6131 0.025 -0.039 -0.044 0.41
H 1.8171 -2.8683 -2.5613 0.097 0.052 -0.010 0.49
C -2.9875 2.2137 -3.9000 -0.034 0.193 -0.090 -0.81
N -1.4651 2.4040 -3.9355 0.008 0.086 -0.060 0.13
C -0.8741 1.3237 -4.8567 0.046 0.145 -0.153 -0.74
N -1.2714 0.0339 -4.4405 0.017 0.027 -0.085 0.21
C -2.7238 -0.0734 -4.4000 -0.125 -0.137 -0.123 -0.93
N -3.3296 0.9022 -3.4971 -0.057 0.009 0.010 0.21
C -3.0101 0.6394 -2.0886 -0.110 -0.050 0.070 -1.42
P -1.1935 0.6907 -1.7593 0.077 -0.068 0.082 1.86
C -0.8700 2.3296 -2.5614 -0.030 0.187 -0.015 -1.04
C -0.6631 -0.3686 -3.1727 0.061 -0.102 0.005 -1.08
H -3.3356 2.4085 -4.9172 0.009 0.007 0.064 0.38
H -3.3798 2.9681 -3.2153 -0.008 -0.066 -0.043 0.38
H -1.2539 3.3204 -4.3337 -0.032 -0.046 -0.017 0.36
H 0.2103 1.4491 -4.8217 -0.078 -0.047 -0.021 0.41
H -1.2573 1.5519 -5.8553 0.060 -0.034 0.065 0.37
H -2.9964 -1.0779 -4.0758 0.016 0.051 -0.029 0.39
H -3.1216 0.0966 -5.4034 0.019 -0.037 0.018 0.31
H -3.3887 -0.3476 -1.8117 0.030 0.038 -0.012 0.38
H -3.5288 1.3673 -1.4590 0.019 -0.043 0.001 0.49
H 0.2054 2.5067 -2.6476 -0.058 -0.049 0.055 0.34
H -1.3073 3.1441 -1.9759 0.057 -0.109 0.016 0.37
H -0.9367 -1.4047 -2.9616 0.000 0.106 -0.012 0.26
H 0.4269 -0.3434 -3.2366 -0.037 -0.005 -0.028 0.41
C 2.8166 2.7784 2.3402 -0.144 0.092 0.042 -0.56
N 1.6210 3.6710 2.2764 -0.107 -0.066 0.270 0.12
C 2.0422 5.0903 2.2670 -0.084 0.084 -0.055 -0.86
C 0.6558 3.2911 1.1554 0.073 -0.025 0.002 -0.70
C 1.3671 2.9388 -0.1219 -0.129 -0.262 -0.107 1.74
C 1.9599 3.9339 -0.9047 -0.077 -0.025 0.037 -0.32
C 2.7097 3.5914 -2.0148 0.077 0.070 -0.111 -1.06
C 2.8804 2.2474 -2.3309 0.077 0.054 -0.090 -0.75
C 2.2437 1.2698 -1.5843 -0.178 -0.020 0.165 -0.04
C 1.4349 1.5710 -0.4709 0.070 0.187 0.052 -0.31
H 3.3959 3.0703 3.2124 0.034 -0.065 0.024 0.40
H 3.3886 2.9243 1.4295 0.039 -0.084 0.007 0.35
H 2.4543 1.7613 2.4266 0.111 -0.138 -0.037 0.05
H 1.0849 3.5119 3.1355 0.089 -0.073 -0.103 0.32
H 2.7262 5.2392 1.4355 -0.034 0.046 0.014 0.40
H 2.5463 5.3093 3.2059 0.012 0.030 -0.040 0.36
H 1.1598 5.7169 2.1566 0.071 0.055 0.014 0.33
H -0.0644 4.1115 1.0983 0.124 0.015 -0.081 0.50
H 0.1729 2.3972 1.5485 -0.131 0.054 -0.069 -0.55
H 1.8280 4.9812 -0.6652 -0.019 0.123 0.064 0.58
H 3.1736 4.3614 -2.6165 0.024 0.020 -0.016 0.42
H 3.5074 1.9728 -3.1703 0.025 -0.019 -0.032 0.46
H 2.3600 0.2274 -1.8605 0.009 -0.044 0.002 0.52
```
Positions in Å, forces in eV/Å.

Net charge: +1
LUMO level (alpha / beta) (eV): -2.679 / -2.679
2S+1: 3
Expectation value of S²: 2.009
Highest occupied orbital energy (alpha / beta) (eV): -9.2 / -9.3
HOMO-LUMO gap (alpha / beta) (eV): 6.5 / 6.6

***

4.
One molecule with the formula C5H4ClN in a non-equilibrium geometry, computed with ωB97M-V/def2-TZVPD.

The geometry in XYZ format:
```
11
Properties=species:S:1:pos:R:3:forces:R:3:mulliken_charge:R:1
C -0.5199 1.4398 0.5656 1.013 -0.889 -0.159 0.20
C 1.2822 1.0638 -0.9551 4.887 2.653 -4.465 -1.07
C -1.0717 -1.3950 0.7522 -7.642 -2.630 6.972 -0.92
C 0.3019 0.6230 -0.2183 -4.933 -7.557 2.734 0.48
C -0.0983 -1.0322 -0.0175 7.438 8.736 -5.555 0.63
N -1.0612 2.0059 1.3926 -1.316 1.145 1.097 -0.44
Cl 0.7251 -2.1293 -1.0311 -0.214 0.306 0.453 -0.12
H 1.8200 0.5836 -1.7515 -0.241 -1.488 0.106 0.29
H 1.6192 2.0851 -1.1715 -0.850 0.152 1.301 0.34
H -1.3114 -2.4527 0.8764 0.065 0.222 -0.397 0.32
H -1.6861 -0.7920 1.5583 1.793 -0.650 -2.088 0.29
```
Positions in Å, forces in eV/Å.

LUMO level (alpha / beta) (eV): 0.429 / -3.933
2S+1: 3
Expectation value of S²: 2.011
Highest occupied orbital energy (alpha / beta) (eV): -5.7 / -9.9
HOMO-LUMO gap (alpha / beta) (eV): 6.2 / 6.0

***

Computed ΔE to the lowest compared entry with this formula, charge and spin, in the same sequence as the records: 0.0 55.0 7.6 28.7 kcal per mole.
Computed DFT total energy, in the same sequence as the records: -1641.61497 -2382.72945 -4254.82329 -707.61373 Ha.